1.
Density functional theory data (the ωB97M-V functional and the def2-TZVPD basis) for one molecule with the formula C18H20FN3O4.

Each line ends with the Löwdin charge.
Geometry (Å):
1 C 1.84 -2.74 1.61  -0.0092
2 H 1.18 -2.07 2.16  0.0886
3 H 1.47 -3.76 1.71  0.0872
4 H 2.83 -2.69 2.05  0.0879
5 C 1.90 -2.34 0.14  -0.2769
6 N 2.47 -1.01 0.00  0.0024
7 C 3.79 -0.85 -0.20  0.0422
8 C 4.40 0.36 -0.24  -0.0241
9 C 3.64 1.58 -0.04  -0.2977
10 O 4.15 2.71 -0.03  0.0403
11 C 2.21 1.37 0.16  -0.0573
12 C 1.37 2.47 0.37  0.0741
13 C 0.03 2.28 0.54  -0.1799
14 C -0.61 1.02 0.43  -0.0722
15 N -1.97 0.94 0.55  -0.0656
16 C -2.69 -0.26 0.92  -0.1263
17 H -2.03 -0.94 1.45  0.1211
18 C -3.30 -0.95 -0.31  -0.1662
19 N -4.14 -0.07 -1.09  -0.2271
20 C -5.47 0.13 -0.55  -0.0968
21 H -6.04 0.72 -1.27  0.0852
22 H -5.50 0.64 0.42  0.0778
23 H -5.96 -0.84 -0.45  0.0847
24 C -3.43 1.15 -1.40  -0.1646
25 H -4.10 1.83 -1.93  0.1197
26 C -2.84 1.85 -0.17  -0.1246
27 H -2.30 2.74 -0.49  0.1183
28 H -3.64 2.17 0.51  0.1256
29 H -2.61 0.88 -2.08  0.1260
30 H -3.89 -1.82 0.01  0.1210
31 H -2.49 -1.30 -0.95  0.1139
32 H -3.49 0.05 1.60  0.1250
33 C 0.25 -0.08 0.25  -0.0957
34 C 1.64 0.08 0.15  -0.0579
35 O -0.30 -1.34 0.15  -0.0679
36 C 0.51 -2.29 -0.49  -0.1209
37 H -0.01 -3.24 -0.39  0.1416
38 H 0.60 -2.04 -1.56  0.1466
39 F -0.72 3.37 0.83  0.0639
40 H 1.81 3.45 0.44  0.1365
41 C 5.87 0.40 -0.51  -0.5072
42 O 6.50 -0.62 -0.69  0.0867
43 O 6.43 1.59 -0.52  0.1280
44 H 5.73 2.29 -0.34  0.0843
45 H 4.38 -1.74 -0.33  0.1523
46 H 2.53 -3.05 -0.41  0.1570

Computed properties:
E_HOMO ... -7.9 eV
Net charge ... 0
Energy ... -34368.949 eV
Energy above the lowest of the compared OMol25 structures with the same formula, charge and spin ... 30.69 kcal per mole

***

2.
Density functional theory data (the ωB97M-V functional and the def2-TZVPD basis) for a 2-piece molecular cluster, C18H20N2O2 overall.

Each line ends with the Löwdin charge.
Geometry (Å):
1 C -4.18 -0.77 -0.37  -0.0196
2 N -2.88 -1.43 -0.40  -0.1823
3 C -2.83 -2.87 -0.18  -0.0269
4 C -1.78 -0.73 -0.65  -0.0219
5 C -0.48 -1.26 -0.64  -0.0539
6 C 0.61 -0.59 -1.18  0.0314
7 C 1.93 -1.14 -1.21  -0.2202
8 C 2.86 -0.75 -2.21  -0.0088
9 C 4.11 -1.35 -2.30  -0.0599
10 C 4.49 -2.35 -1.39  -0.0510
11 C 3.59 -2.74 -0.38  -0.0661
12 C 2.33 -2.15 -0.29  -0.0164
13 H -4.95 -1.54 -0.30  0.0879
14 H -4.26 -0.08 0.48  0.1069
15 H -4.32 -0.18 -1.29  0.1030
16 H -3.87 -3.22 -0.14  0.0887
17 H -2.30 -3.37 -1.00  0.1059
18 H -2.33 -3.12 0.76  0.1071
19 H -1.93 0.33 -0.90  0.1556
20 H -0.34 -2.27 -0.24  0.1006
21 H 0.44 0.36 -1.69  0.1333
22 H 2.56 0.04 -2.90  0.1251
23 H 4.81 -1.03 -3.08  0.1107
24 H 5.47 -2.82 -1.45  0.1070
25 H 3.88 -3.50 0.35  0.1072
26 H 1.63 -2.44 0.49  0.1115
27 C 1.51 1.63 1.46  -0.0610
28 N 2.36 1.74 0.39  -0.4355
29 O 3.50 1.18 0.42  -0.0869
30 O 2.01 2.40 -0.64  -0.1064
31 C 0.23 2.27 1.52  -0.2245
32 C -0.28 3.06 0.46  -0.0566
33 C -1.52 3.69 0.59  -0.1115
34 C -2.28 3.54 1.75  -0.1362
35 C -1.80 2.73 2.80  -0.1246
36 C -0.57 2.10 2.69  -0.0681
37 H 1.90 1.07 2.30  0.1106
38 H 0.32 3.16 -0.43  0.0761
39 H -1.88 4.30 -0.24  0.0935
40 H -3.24 4.05 1.86  0.0843
41 H -2.39 2.59 3.71  0.0919
42 H -0.16 1.47 3.48  0.1000

Computed properties:
E_HOMO ... -5.9 eV
Net charge ... 0
Energy ... -26060.135 eV
Energy above the lowest of the compared OMol25 structures with the same formula, charge and spin ... 170.09 kcal per mole

***

3.
Density functional theory data (the ωB97M-V functional and the def2-TZVPD basis) for one molecule with the formula C18H20N2O2.

Each line ends with the Löwdin charge.
Geometry (Å):
1 N 1.45 -1.09 0.04  0.0496
2 O 2.67 0.38 -3.74  -0.0215
3 O 2.91 1.43 -1.08  -0.0293
4 C 1.01 -1.88 0.91  -0.1445
5 C 2.54 4.01 -4.18  -0.1255
6 C 2.47 4.49 -2.93  -0.1128
7 C 2.54 2.66 -4.51  0.0194
8 C 2.48 3.57 -1.93  -0.0192
9 C -0.83 -2.68 2.36  0.0174
10 C -1.21 -0.93 0.68  -0.0633
11 C -2.16 -2.37 2.79  -0.0343
12 C -2.47 -0.82 1.08  -0.0285
13 C 2.62 1.71 -3.44  -0.2019
14 C 2.72 2.24 -2.18  -0.2254
15 C -0.38 -1.83 1.29  -0.2147
16 C -3.03 -1.48 2.21  -0.2484
17 N -4.36 -1.18 2.67  -0.1959
18 C -4.66 0.26 3.07  -0.0543
19 C -5.10 -2.36 3.26  -0.0698
20 C 2.92 -0.83 -0.09  -0.1160
21 C 2.86 -0.54 -2.62  -0.1027
22 C 3.40 0.06 -1.34  -0.2109
23 H 1.85 -2.34 1.39  0.1127
24 H 2.57 4.79 -4.88  0.0875
25 H 2.43 5.52 -2.73  0.0946
26 H 2.50 2.38 -5.59  0.1278
27 H 2.39 3.75 -0.83  0.1412
28 H -0.15 -3.51 2.63  0.1134
29 H -0.95 -0.39 -0.17  0.1042
30 H -2.57 -2.87 3.70  0.1077
31 H -3.01 -0.04 0.61  0.1026
32 H -3.87 0.48 3.87  0.0938
33 H -5.72 0.41 3.51  0.0969
34 H -4.53 0.95 2.18  0.0791
35 H -4.90 -3.24 2.77  0.0509
36 H -4.89 -2.50 4.32  0.0737
37 H -6.17 -2.21 3.01  0.0891
38 H 3.51 -1.75 -0.03  0.1214
39 H 3.13 -0.21 0.72  0.0931
40 H 3.59 -1.26 -2.95  0.1241
41 H 1.85 -1.03 -2.53  0.1478
42 H 4.52 0.26 -1.33  0.1709

Computed properties:
E_HOMO ... -7.9 eV
Net charge ... 0
Energy ... -26061.791 eV
Energy above the lowest of the compared OMol25 structures with the same formula, charge and spin ... 131.89 kcal per mole

***

4.
Density functional theory data (the ωB97M-V functional and the def2-TZVPD basis) for one molecule with the formula C18H20N2O2.

Each line ends with the Löwdin charge.
Geometry (Å):
1 C -6.07 -1.90 -1.04  -0.1085
2 C -6.16 -0.93 0.03  -0.2885
3 O -5.44 0.37 -0.16  -0.0100
4 C -4.19 0.26 0.03  -0.3003
5 C -3.46 -0.93 0.41  0.0214
6 C -2.17 -0.69 0.78  -0.0662
7 C -1.57 0.47 0.57  -0.1889
8 C -2.27 1.67 -0.22  0.0969
9 C -3.66 1.52 -0.36  0.0095
10 H -4.16 2.25 -0.66  0.0404
11 H -1.82 2.77 -0.34  0.1456
12 N -0.21 0.77 0.52  0.1211
13 C 0.78 1.49 0.10  -0.4272
14 O 0.44 2.71 -0.43  -0.1207
15 N 2.03 1.55 0.55  -0.0874
16 C 2.99 2.33 0.15  -0.1724
17 C 3.77 1.37 -1.02  -0.1178
18 C 4.07 0.11 -0.50  -0.2387
19 C 5.07 -0.52 -1.39  0.1230
20 C 5.28 -1.86 -0.79  -0.1491
21 C 4.72 -2.41 0.18  -0.0746
22 C 3.79 -1.54 1.17  0.1031
23 C 3.56 -0.24 0.65  -0.1675
24 C 2.58 0.55 1.62  0.0669
25 H 3.24 1.13 2.00  0.0633
26 H 1.98 -0.10 1.93  0.0326
27 H 3.50 -2.20 1.93  0.0782
28 H 5.06 -3.24 0.57  0.0411
29 H 5.90 -2.54 -1.38  0.1145
30 H 5.42 -0.28 -2.17  -0.0066
31 H 3.04 1.54 -1.96  0.1578
32 H 4.58 2.02 -1.57  0.1438
33 H 3.82 2.72 0.79  0.1526
34 H 2.55 3.12 -0.43  0.1027
35 H 0.26 -0.22 1.03  0.2299
36 H -1.50 -1.22 1.16  0.0461
37 H -3.90 -1.69 0.66  0.0074
38 H -7.36 -0.59 0.35  0.1863
39 H -6.08 -1.35 1.01  0.0918
40 H -6.53 -1.29 -1.96  0.1332
41 H -5.00 -2.27 -1.05  0.0909
42 H -6.87 -2.71 -0.73  0.1243

Computed properties:
E_HOMO ... -7.4 eV
Net charge ... 0
Energy ... -26050.420 eV
Energy above the lowest of the compared OMol25 structures with the same formula, charge and spin ... 394.13 kcal per mole